(1)
ORCA calculation (the ωB97M-V functional and the def2-TZVPD basis) on 3 unconnected molecules or ions with the total composition C24H49F5N9O7P2.

Computed properties:
Gap between HOMO and LUMO ... 3.56 eV
Net charge ... +1
E_LUMO ... -5.232 eV
Total energy ... -3144.563137 hartree

Geometry as XYZ:
```
96
Properties=species:S:1:pos:R:3:forces:R:3
C 13.4144 2.5082 2.0305 -0.60 -0.81 -0.60
C 11.9832 3.1834 2.2524 0.32 2.69 3.95
O 11.8404 3.8618 3.3107 0.10 -2.57 -4.36
O 10.8886 3.1271 1.3481 1.36 -1.15 1.06
C 10.6302 1.7778 0.8705 -0.29 -1.49 0.00
C 9.0523 1.4022 0.9942 0.55 1.44 0.92
C 8.6863 1.3199 2.5836 0.90 0.54 -0.61
C 7.5202 2.3451 2.9629 1.73 -1.01 1.36
N 6.1335 1.8858 2.5057 -0.04 3.36 0.52
N 6.0998 0.6219 2.1414 -4.33 -1.35 -1.14
C 4.8636 0.0903 1.7464 -0.95 2.80 0.61
O 4.6841 -1.2881 1.3673 0.60 3.08 4.53
N 5.3184 -1.5621 0.1634 -1.74 1.59 -3.77
O 4.7275 -0.9189 -0.6448 2.26 -1.58 0.08
C 3.6118 1.0128 1.7069 -0.23 0.30 0.38
O 2.3728 0.4848 1.2678 3.04 1.37 1.58
C 3.6889 2.4999 2.1369 4.14 -2.83 0.01
C 5.1430 2.9096 2.5772 -3.80 -3.22 -1.63
C 5.3732 4.4302 3.0280 -1.24 1.20 1.26
F 4.0647 5.0179 3.1560 2.81 -1.72 -0.17
F 5.9776 4.5802 4.2916 -1.04 -0.59 -2.99
C 6.0984 5.3148 1.8573 0.29 -0.20 -1.51
F 6.3504 4.3718 0.7979 -0.24 2.25 2.15
F 7.3211 5.8637 2.2577 -3.46 -1.18 -1.12
F 5.1821 6.2372 1.3376 2.90 -1.97 1.47
H 13.5286 2.1853 0.9395 0.03 0.44 1.55
H 13.4871 1.5705 2.6995 -0.28 1.44 -1.08
H 14.2779 3.1876 2.3602 -1.71 -0.72 -0.57
H 11.0170 1.6839 -0.2049 -0.60 -0.03 1.60
H 11.1587 1.0529 1.5982 -0.56 0.87 -1.52
H 8.4912 2.3333 0.6059 0.69 -1.67 0.11
H 8.8002 0.4500 0.4242 0.37 1.40 0.68
H 8.5396 0.2542 2.9562 -0.12 1.52 -0.54
H 9.6364 1.7104 3.1183 -1.77 -0.40 -0.56
H 7.8068 3.3606 2.5352 -0.74 -1.37 0.53
H 7.4687 2.3768 4.1149 -0.05 0.23 -1.83
H 2.2432 -0.4391 1.5847 0.30 0.52 -0.47
H 2.8076 3.2139 2.1133 1.34 -1.16 0.04
O -1.3086 -0.6972 -0.0299 -0.63 -3.97 -0.42
P -1.3279 -0.8345 -1.5663 0.85 7.18 0.66
N 0.2845 -0.3327 -1.7269 1.98 0.50 0.82
C 0.8549 0.8286 -2.3593 -0.26 0.05 -0.50
C 1.2726 -1.3918 -1.6115 -0.59 -0.27 -0.05
N -2.5312 0.3818 -1.7549 -1.00 1.19 -0.31
C -2.2646 1.7753 -1.4168 0.41 0.13 0.01
C -3.8104 -0.0076 -1.1494 -0.08 -0.40 -0.18
N -1.3974 -1.0787 -3.3391 -0.51 -4.12 -0.44
C -1.7170 -0.0373 -4.3044 -0.43 0.72 0.42
C -2.1435 -2.2960 -3.6815 0.11 -0.16 -0.12
H 1.0533 0.6625 -3.4268 0.09 0.10 -0.13
H 1.8088 1.0963 -1.8889 0.01 -0.27 0.08
H 0.2416 1.7184 -2.2572 -0.23 -0.08 -0.04
H 1.4696 -1.8532 -2.5875 0.20 -0.10 -0.06
H 0.9255 -2.1768 -0.9316 -0.06 0.01 -0.05
H 2.2173 -1.0240 -1.1980 -0.08 0.19 -0.10
H -1.7257 1.8816 -0.4703 0.02 0.11 0.05
H -3.1873 2.3581 -1.3441 -0.08 -0.36 0.04
H -1.6996 2.2599 -2.2138 0.15 -0.01 0.02
H -3.7997 0.1152 -0.0609 0.04 -0.10 -0.01
H -4.0364 -1.0569 -1.3661 -0.01 0.00 0.05
H -4.6323 0.5843 -1.5609 0.15 0.00 -0.06
H -2.7847 0.2058 -4.3244 0.02 0.02 0.04
H -1.4327 -0.3677 -5.3093 0.15 -0.37 0.23
H -1.1630 0.8834 -4.1256 -0.05 -0.07 0.19
H -3.2217 -2.1593 -3.5355 -0.09 -0.11 -0.15
H -1.8192 -3.1280 -3.0478 -0.01 0.02 0.03
H -1.9640 -2.5947 -4.7182 -0.03 0.12 0.04
O -7.5851 -0.9885 -1.3595 2.51 -2.55 -2.11
P -8.0943 -2.3645 -0.8842 -4.45 4.46 3.92
N -9.6606 -2.0991 -1.4726 -1.23 1.02 -1.02
C -10.9209 -1.9800 -0.7851 -0.06 -0.37 0.38
C -9.8669 -2.4692 -2.8647 0.53 -0.20 0.10
N -7.8258 -1.9935 0.7770 0.24 0.20 1.74
C -8.5909 -0.9556 1.4591 -0.39 0.14 -0.18
C -6.4045 -1.7943 1.0740 0.08 -0.34 -0.25
N -8.5984 -4.0028 -0.3643 2.37 -2.64 -2.34
C -9.2319 -4.3059 0.9098 0.12 0.71 0.56
C -7.5469 -4.9929 -0.6250 -0.11 -0.14 -0.12
H -11.4025 -2.9557 -0.6336 -0.15 -0.06 0.06
H -11.6176 -1.3590 -1.3593 0.19 -0.09 -0.19
H -10.8409 -1.4821 0.1762 0.18 -0.08 0.10
H -10.1671 -3.5212 -2.9534 -0.12 -0.09 -0.11
H -8.9485 -2.3324 -3.4443 -0.01 0.01 0.05
H -10.6276 -1.8435 -3.3404 0.01 0.00 0.19
H -8.7018 -0.0505 0.8544 -0.06 0.08 0.05
H -8.1290 -0.6695 2.4086 0.26 -0.16 -0.20
H -9.5762 -1.3295 1.7383 -0.09 0.03 -0.13
H -6.0572 -0.8054 0.7544 0.05 -0.04 -0.06
H -5.7944 -2.5457 0.5615 0.02 0.04 -0.05
H -6.2103 -1.9054 2.1447 -0.18 -0.01 -0.03
H -8.5253 -4.2884 1.7469 0.00 0.05 0.00
H -9.6759 -5.3065 0.8709 0.15 0.01 -0.42
H -10.0502 -3.6258 1.1426 0.15 0.12 -0.09
H -6.7158 -4.8911 0.0840 0.09 -0.20 0.06
H -7.1472 -4.8614 -1.6358 0.00 0.03 0.01
H -7.9369 -6.0131 -0.5656 -0.01 0.08 0.09
```
Forces are in eV/Å.

Atom charges from the Mulliken analysis, given in e for atoms 1 to 2: number 1, C, carries -0.861; number 2, C, carries 0.682


(2)
ORCA calculation (the ωB97M-V functional and the def2-TZVPD basis) on 11 unconnected molecules or ions with the total composition C26H39F3N8O16.

Computed properties:
Gap between HOMO and LUMO ... 8.63 eV
E_LUMO ... -0.629 eV
SMILES ... C[N+](=O)[O-].C[N+](=O)[O-].C[N+](=O)[O-].C[N+](=O)[O-].C[N+](=O)[O-].C[N+](=O)[O-].C[N+](=O)[O-].C[N+](=O)[O-].Fc1ccccc1.Fc1ccccc1.Fc1ccccc1
Total energy ... -2954.788795 hartree

Geometry as XYZ:
```
92
Properties=species:S:1:pos:R:3:forces:R:3
C -1.0463 11.3729 16.4313 0.46 -2.03 1.35
N -0.9194 10.7930 15.0608 -0.73 1.87 -1.86
O -0.6830 11.6197 14.1715 -0.05 -1.18 0.94
O -1.1230 9.6049 14.8490 0.47 0.72 0.73
H -1.5202 10.5648 16.9886 -0.32 0.28 0.13
H -1.5465 12.3263 16.6013 0.05 -0.18 -1.02
H -0.0351 11.3908 16.8377 0.14 0.31 -0.20
C -7.0174 7.6120 19.2664 -0.60 -0.14 0.24
N -8.2163 7.9664 18.4047 1.03 -0.67 -0.41
O -8.5953 9.1077 18.3473 -0.22 0.42 0.27
O -8.6527 7.0436 17.7357 -0.07 0.30 0.38
H -7.4108 6.9855 20.0668 0.05 -0.17 -0.14
H -6.5553 8.4802 19.7363 -0.14 0.10 -0.52
H -6.3630 7.0412 18.6076 0.01 0.18 0.23
C -6.3683 3.1186 20.3604 0.18 -0.56 0.13
N -6.4315 4.4272 21.0531 0.89 0.78 -0.80
O -5.3984 5.1129 21.0177 -1.38 -0.64 0.28
O -7.4868 4.7478 21.5476 0.23 0.16 0.16
H -7.1492 3.0172 19.6067 0.06 0.50 0.04
H -6.5915 2.3653 21.1159 0.28 -0.01 -0.01
H -5.3657 3.0393 19.9402 -0.25 -0.19 0.11
C -6.2883 9.6875 16.0031 0.77 1.14 -0.61
N -4.7969 9.8306 16.2173 0.62 -2.12 1.02
O -4.3207 9.1589 17.1742 -0.97 1.83 -1.89
O -4.1478 10.4591 15.4100 -0.26 -0.07 0.74
H -6.4758 10.1753 15.0466 -0.01 -0.34 -0.05
H -6.7574 10.3322 16.7463 -0.15 -0.68 0.32
H -6.5168 8.6221 15.9765 -0.10 0.29 0.35
C -2.1764 6.4281 14.8927 0.01 -0.72 -0.30
N -3.5227 6.6754 14.3431 -1.34 0.35 0.58
O -3.6766 6.7246 13.1434 0.13 0.10 0.39
O -4.4421 6.7139 15.1778 0.88 0.11 -0.97
H -2.1020 5.3610 14.6832 0.31 -0.19 0.49
H -2.2224 6.6435 15.9602 0.30 0.05 -0.34
H -1.3886 6.8954 14.3018 -0.38 0.43 0.20
C 1.0661 7.4070 16.8213 0.78 0.68 -0.98
N 1.6559 8.7372 17.1521 0.27 1.17 -1.29
O 2.2650 9.2999 16.2106 -1.00 -0.97 1.84
O 1.4539 9.2229 18.2384 0.21 0.02 0.02
H 0.3385 7.6634 16.0512 -0.35 -0.16 0.28
H 0.6622 6.8897 17.6916 0.32 0.24 -0.19
H 1.9079 6.9900 16.2685 -0.27 -0.87 0.38
C -3.4519 7.2864 19.2812 -1.22 1.14 0.86
N -2.0346 7.4609 18.9120 -1.18 0.24 0.81
O -1.3255 6.6280 19.4402 1.35 0.04 -0.65
O -1.7106 8.4367 18.2704 0.56 -0.79 -0.08
H -3.8903 8.2802 19.3725 0.09 0.04 -0.49
H -3.4750 6.9195 20.3073 0.13 -0.64 -0.41
H -4.0402 6.7092 18.5679 0.51 -0.11 -0.06
C -1.4887 2.8789 22.9548 0.71 -0.30 0.13
N -1.6497 4.3658 22.8904 -0.61 -0.35 0.75
O -1.3280 4.9965 23.9296 -0.79 -0.76 -2.93
O -2.1471 4.7589 21.8350 0.92 0.72 1.75
H -2.0520 2.3686 22.1735 -0.33 0.47 0.26
H -1.7149 2.5529 23.9700 -0.03 0.06 -0.23
H -0.4454 2.6619 22.7259 0.13 0.19 0.25
F 0.6630 3.8491 15.9181 -0.11 -0.36 -0.55
C -0.5980 3.6001 16.3256 0.33 0.01 -0.05
C -0.9801 4.2213 17.4544 -2.31 1.23 1.87
C -2.3414 4.0833 17.8979 0.56 -0.47 -0.96
C -3.2053 3.2794 17.1665 0.57 -0.41 0.80
C -2.7208 2.5842 16.0654 -2.01 -0.03 0.38
C -1.4725 2.7868 15.6310 2.19 -0.01 -1.74
H -0.3408 4.9532 17.9256 0.18 -0.27 0.22
H -2.7734 4.5513 18.7701 0.59 0.31 0.19
H -4.2007 3.0694 17.5292 -0.17 0.24 -0.07
H -3.3737 1.9195 15.5192 -0.07 0.00 -0.10
H -1.1722 2.4019 14.6676 0.26 -0.34 0.04
F 3.2661 5.4809 18.8230 -0.30 -0.23 -0.47
C 3.1148 5.6773 20.1374 -2.31 0.59 1.05
C 4.2438 5.9842 20.8594 -0.97 -0.20 0.35
C 4.0617 6.1994 22.2249 0.59 -0.54 0.82
C 2.8509 6.0840 22.9112 -0.06 0.52 -1.84
C 1.6889 5.9111 22.1316 0.97 -0.92 -0.94
C 1.7902 5.6742 20.7226 1.88 0.34 1.28
H 5.1793 5.9985 20.3200 0.20 0.14 0.32
H 4.9280 6.3440 22.8535 0.28 0.21 -0.12
H 2.8677 6.2267 23.9816 -0.34 -0.06 0.00
H 0.7356 5.8106 22.6290 -0.21 0.24 -0.13
H 0.8749 5.5034 20.1754 0.19 -0.02 -0.33
F -2.2310 11.8490 19.8344 0.26 0.34 -0.57
C -2.6600 10.8727 20.6334 -0.55 -0.40 0.86
C -3.9938 10.9528 21.0918 1.29 -2.25 -0.12
C -4.3885 9.8716 21.9355 -0.18 1.27 -0.99
C -3.5014 8.9065 22.3183 1.06 -0.13 1.05
C -2.1645 8.9149 21.8851 -0.47 -0.09 0.77
C -1.7272 9.8681 21.0185 -1.17 1.17 -0.97
H -4.7092 11.6456 20.6740 0.20 0.28 0.18
H -5.4069 9.7968 22.2873 -0.11 0.22 0.09
H -3.7728 8.2679 23.1459 -0.16 -0.49 -0.26
H -1.4106 8.2577 22.2926 -0.26 -0.49 -0.01
H -0.7397 9.7792 20.5902 0.11 0.53 -0.03
```
Forces are in eV/Å.

Atom charges from the Mulliken analysis, given in e for atoms 1 to 2: number 1, C, carries -0.496; number 2, N, carries 0.953


(3)
ORCA calculation (the ωB97M-V functional and the def2-TZVPD basis) on a single C2HBr2N3 molecule.

Computed properties:
Gap between HOMO and LUMO ... 7.12 eV
E_LUMO ... -1.586 eV
Total energy ... -5388.911114 hartree

Geometry as XYZ:
```
8
Properties=species:S:1:pos:R:3:forces:R:3
C -0.2155 -1.1151 -0.0515 0.39 0.69 0.21
C 0.6098 1.1523 -0.0965 -0.19 0.87 -0.64
N -1.3560 -0.6355 0.1509 0.44 -1.74 -0.17
N -0.5593 1.3921 0.1594 1.39 -0.61 -0.08
N -1.6125 0.6590 0.2538 -2.13 1.54 0.41
Br 0.1800 -2.8982 -0.3638 0.00 -0.10 -0.14
Br 2.2669 1.8494 0.1066 0.17 -0.14 0.21
H 0.6865 -0.4039 -0.1588 -0.07 -0.51 0.20
```
Forces are in eV/Å.

Atom charges from the natural (NBO) analysis, given in e for atoms 1 to 2: number 1, C, carries -0.082; number 2, C, carries 0.021


(4)
ORCA calculation (the ωB97M-V functional and the def2-TZVPD basis) on a molecular structure, C54H42F9N3O2PPtSTe.

Computed properties:
Gap between HOMO and LUMO ... 7.38 eV
Net charge ... +1
E_LUMO ... -2.591 eV
Total energy ... -4423.371050 hartree

Geometry as XYZ:
```
114
Properties=species:S:1:pos:R:3:forces:R:3
Pt 0.4619 -0.2802 0.1208 -0.38 -0.38 -0.32
C -3.4958 -5.0322 -3.0737 -0.05 -0.11 -0.08
C -2.9269 -3.9411 -2.2179 0.15 0.19 0.11
C -3.3050 -3.7836 -0.8874 0.14 -0.01 -0.06
C -2.8008 -2.7781 -0.0722 -0.18 -0.16 -0.18
C -3.2009 -2.7762 1.3592 0.21 0.19 0.35
O -2.4033 -2.5071 2.2423 -0.05 -0.20 -0.13
C -4.5996 -3.1673 1.7170 0.04 0.07 -0.03
C -4.8089 -3.9017 2.8808 -0.07 0.10 -0.01
C -6.0954 -4.2454 3.2586 0.03 -0.01 0.03
C -7.1770 -3.8352 2.4918 -0.04 -0.01 0.00
C -6.9755 -3.0838 1.3438 0.04 0.02 -0.02
C -5.6868 -2.7595 0.9482 0.04 -0.06 0.03
C -1.8851 -1.8334 -0.5898 -0.05 0.41 -0.22
O -1.5702 -0.7818 0.1155 0.21 0.08 0.42
C -1.4677 -2.0026 -1.9442 0.18 0.02 -0.01
C -2.0065 -3.0355 -2.7175 -0.20 -0.20 0.09
C -0.5122 -1.1058 -2.5923 -0.27 0.02 0.15
N 0.2416 -0.2872 -1.9408 0.14 0.00 -0.06
C 1.1836 0.6077 -2.6246 0.04 0.10 0.10
C 2.6082 0.0848 -2.4731 -0.06 0.15 -0.11
Te 2.8769 -0.6735 -0.4869 0.38 0.11 0.04
C 2.6874 -2.6883 -1.0653 0.09 -0.02 0.04
C 1.5742 -3.4440 -0.7331 -0.12 0.01 0.01
C 1.5043 -4.7685 -1.1424 -0.07 0.01 0.03
C 2.5377 -5.3290 -1.8744 0.04 -0.02 -0.03
C 3.6541 -4.5699 -2.1976 0.00 0.01 0.01
C 3.7364 -3.2481 -1.7862 0.02 -0.05 0.00
C -0.4004 -1.1724 -4.0779 0.00 0.03 -0.02
C -1.2438 -0.4215 -4.8868 0.01 -0.04 0.02
C -1.1134 -0.4913 -6.2645 0.01 0.00 -0.03
C -0.1530 -1.3159 -6.8326 -0.01 0.00 -0.02
C 0.6773 -2.0767 -6.0234 0.00 0.00 -0.02
C 0.5566 -2.0062 -4.6442 0.03 0.04 0.02
H -4.1082 -5.7106 -2.4822 -0.01 -0.02 0.00
H -2.7078 -5.6185 -3.5469 0.01 -0.02 -0.02
H -4.1246 -4.6259 -3.8670 -0.01 0.00 -0.02
H -4.0038 -4.4878 -0.4544 -0.08 -0.04 0.00
H -3.9591 -4.1882 3.4829 0.07 -0.03 0.02
H -6.2573 -4.8262 4.1560 -0.01 -0.02 0.02
H -8.1814 -4.1008 2.7909 -0.03 0.00 0.02
H -7.8200 -2.7515 0.7566 -0.03 0.00 -0.02
H -5.5234 -2.1761 0.0522 0.01 0.01 -0.06
H -1.6976 -3.1232 -3.7507 -0.01 -0.06 -0.01
H 1.1169 1.5808 -2.1325 -0.06 -0.07 -0.07
H 0.9169 0.7495 -3.6735 0.08 -0.10 0.05
H 3.3363 0.8777 -2.6323 0.00 0.00 0.00
H 2.8343 -0.7427 -3.1440 -0.05 -0.03 0.01
H 0.7603 -3.0006 -0.1707 0.03 -0.02 0.00
H 0.6326 -5.3560 -0.8880 -0.03 -0.03 0.01
H 2.4794 -6.3607 -2.1896 0.00 -0.06 -0.01
H 4.4667 -5.0082 -2.7592 0.03 -0.02 -0.02
H 4.6197 -2.6690 -2.0260 0.03 0.03 -0.01
H -1.9955 0.2145 -4.4390 -0.04 0.03 0.03
H -1.7650 0.0960 -6.8955 -0.03 0.02 -0.03
H -0.0572 -1.3711 -7.9073 0.01 0.00 -0.05
H 1.4170 -2.7288 -6.4653 0.03 -0.03 -0.02
H 1.1892 -2.6124 -4.0052 0.03 -0.02 0.03
C -3.0228 3.9810 0.3122 -0.04 -0.01 -0.09
N -2.0938 3.8236 1.4121 0.16 -0.10 0.06
C -2.2761 4.2920 2.6977 0.15 -0.01 0.29
C -1.1776 3.9594 3.4082 -0.28 0.08 0.02
N -0.3394 3.2943 2.5438 -0.01 0.10 -0.12
C -0.8927 3.2149 1.3135 0.13 -0.13 -0.21
S -0.2442 2.5014 -0.0787 -0.02 0.17 -0.01
H -4.0022 4.2141 0.7212 -0.01 0.01 -0.02
H -3.0632 3.0501 -0.2497 -0.02 0.03 -0.02
H -2.6935 4.7835 -0.3475 -0.03 -0.04 -0.01
H -3.1682 4.8112 2.9871 -0.08 0.06 0.06
H -0.9322 4.1164 4.4394 0.01 0.05 0.10
H 0.5777 2.9354 2.7577 -0.04 -0.01 -0.02
F 4.8827 4.6416 3.9778 -0.03 -0.06 0.00
C 4.8120 3.5007 4.6783 0.06 0.05 0.02
F 6.0470 2.9693 4.7054 -0.06 0.00 -0.01
F 4.4896 3.8197 5.9417 0.00 -0.03 -0.03
C 3.8192 2.5314 4.0867 0.00 -0.04 0.07
C 3.3645 1.4710 4.8671 0.03 0.09 -0.05
C 2.4755 0.5609 4.3301 0.00 0.01 -0.05
C 2.0340 0.6940 3.0105 0.01 -0.11 0.10
C 2.5050 1.7491 2.2403 0.00 -0.01 -0.10
C 3.3932 2.6716 2.7784 0.06 0.10 0.01
P 0.8356 -0.5041 2.3249 -0.08 0.02 0.15
C -0.6178 -0.3264 3.3902 0.04 -0.02 0.03
C -0.6554 -0.8432 4.6832 -0.03 -0.06 -0.06
C -1.7596 -0.6275 5.4881 -0.04 0.04 -0.03
C -2.8269 0.1129 4.9985 -0.03 0.04 0.01
C -2.8039 0.6189 3.7082 -0.03 -0.02 0.04
C -1.7017 0.3955 2.9018 0.02 -0.08 0.05
C -4.0448 0.3250 5.8607 -0.06 -0.01 0.02
F -4.9383 -0.6677 5.7034 0.05 0.02 -0.02
F -3.7328 0.3722 7.1659 0.02 -0.01 -0.05
F -4.6762 1.4740 5.5589 0.04 -0.04 -0.02
C 1.6072 -2.1132 2.6805 0.06 0.07 0.03
C 2.9977 -2.2411 2.6036 -0.08 0.04 0.03
C 3.5850 -3.4914 2.6257 -0.09 -0.11 0.02
C 2.7841 -4.6230 2.7394 0.03 0.02 0.00
C 1.4100 -4.5031 2.8640 0.06 -0.04 -0.03
C 0.8192 -3.2482 2.8319 -0.03 0.05 -0.11
C 3.4470 -5.9750 2.6964 0.02 -0.06 -0.01
F 2.5838 -6.9756 2.9152 0.00 0.04 0.00
F 4.4240 -6.0744 3.6127 -0.02 0.03 -0.02
F 4.0153 -6.1930 1.4935 -0.03 0.04 0.04
H 3.7009 1.3660 5.8895 0.02 0.01 0.02
H 2.1332 -0.2611 4.9431 -0.03 -0.04 0.02
H 2.1464 1.8761 1.2244 0.00 0.00 0.03
H 3.7449 3.4987 2.1775 0.02 0.02 0.00
H 0.1585 -1.4466 5.0609 0.07 -0.02 0.02
H -1.7948 -1.0322 6.4893 0.01 -0.01 0.03
H -3.6507 1.1733 3.3286 -0.02 0.02 0.00
H -1.7027 0.7420 1.8806 0.01 0.04 -0.10
H 3.6281 -1.3629 2.5333 0.01 0.02 -0.01
H 4.6590 -3.5909 2.5577 0.06 -0.01 -0.01
H 0.7968 -5.3864 2.9692 -0.01 -0.03 0.00
H -0.2567 -3.1567 2.8880 -0.13 0.02 -0.02
```
Forces are in eV/Å.

Atom charges from the Mulliken analysis, given in e for atoms 1 to 2: number 1, Pt, carries 2.018; number 2, C, carries -1.744


Let's list largest force on an atom in order: 0.14428, 0.06252, 0.05174, 0.01223 hartree/bohr.
Let's list ΔE to the lowest compared entry with this formula, charge and spin in order: 123.2, 37.2, 107.8, 0.0 kcal per mole.